Record 1
Formula: C3H4NO
Source: the OMol25 dataset
Level of theory: ωB97M-V with the def2-TZVPD basis set

HOMO: -14.31 eV
LUMO energy: -4.595 eV
Charge: +1
Energy relative to the best compared isomer or geometry (same formula, charge and spin): 1.761 eV
Frontier orbital gap: 9.7146 eV

XYZ file:
```
9
C3H4NO ωB97M-V with the def2-TZVPD basis set
C 1.6339 0.8292 -1.8058
C -1.9036 -0.8001 2.2326
C 0.9180 0.2834 -0.8959
N -1.6983 -0.7239 1.1476
O 0.3218 -0.2579 -0.0708
H 1.4639 1.8537 -1.8315
H 2.4164 0.3599 -2.3302
H -2.3106 -0.8929 3.1622
H -0.8415 -0.6514 0.3917
```

Löwdin population analysis, charges in e, atoms 1 to 2: 0.114 0.242



Record 2
Formula: C17H17Br2FeNO
Source: the OMol25 dataset
Level of theory: ωB97M-V with the def2-TZVPD basis set

Spin multiplicity: 5
HOMO (alpha / beta): -5.50 / -8.66 eV
LUMO energy (alpha / beta): -0.444 / -1.995 eV
Energy relative to the best compared isomer or geometry (same formula, charge and spin): 3.928 eV
Frontier orbital gap (alpha / beta): 5.0538 / 6.6698 eV

XYZ file:
```
39
C17H17Br2FeNO ωB97M-V with the def2-TZVPD basis set
C -2.0857 -0.7881 -2.4828
C 1.3088 -0.3190 -1.8936
C -1.0452 0.4049 -2.1816
H -2.8862 -0.7751 -1.7130
C 1.3747 1.2024 -2.1216
H 2.2647 -0.6494 -1.4588
H -0.5441 0.2528 -3.1633
H 2.3995 1.6075 -2.0147
C -1.1458 1.8996 -2.2304
H -1.5762 2.4578 -1.3691
H -1.7127 2.1903 -3.1307
C -0.9983 -1.8859 -2.1632
H -1.2205 -2.8402 -2.6583
H -0.9850 -2.0752 -1.0846
C 0.5579 -1.5072 -2.5036
H 0.6766 -1.5529 -3.6039
H 1.0953 -2.3837 -2.1062
C 0.3632 2.2863 -2.4994
H 0.4622 2.4772 -3.5837
H 0.5820 3.2686 -2.0327
Fe 0.3369 0.6390 -0.8388
H -2.6533 -1.0044 -3.3882
Br 0.8097 -4.4541 2.3011
C 0.5101 -2.6484 2.7594
C 0.2633 -2.2773 4.0684
C 0.1075 -0.9349 4.4275
Br -0.2288 -0.5246 6.2567
C 0.2054 0.1154 3.4720
C 0.1559 1.4861 3.8087
C 0.2384 2.4471 2.8267
C 0.3554 2.0478 1.4933
N 0.4224 0.7419 1.1486
C 0.3831 -0.2354 2.0897
C 0.5626 -1.6513 1.6845
O 0.7797 -2.0065 0.5004
H 0.2022 -3.0519 4.8243
H 0.0692 1.7616 4.8482
H 0.2096 3.5099 3.0456
H 0.3857 2.7693 0.6675
```

Löwdin population analysis, charges in e, atoms 1 to 2: -0.134 -0.271



Record 3
Formula: C7H8ClN4
Source: the OMol25 dataset
Level of theory: ωB97M-V with the def2-TZVPD basis set

HOMO (alpha / beta): -12.16 / -12.16 eV
LUMO energy (alpha / beta): -5.041 / -5.042 eV
SMILES string: ClC1=[NH+]C=CCN1c1cnc[nH]1
Charge: +1
Energy relative to the best compared isomer or geometry (same formula, charge and spin): 0.000 eV
Frontier orbital gap (alpha / beta): 7.1170 / 7.1162 eV

XYZ file:
```
20
C7H8ClN4 ωB97M-V with the def2-TZVPD basis set
Cl -1.2593 0.1657 2.4900
C -0.2695 -0.7114 1.5093
N 0.1876 -1.9077 1.7166
C 0.9974 -2.5938 0.7978
C 1.5343 -1.9932 -0.2616
C 1.3109 -0.5422 -0.5631
N -0.0563 -0.2070 -0.2340
C -0.5026 1.0430 -0.5061
C 0.1419 2.2305 -0.8489
N -0.7656 3.1754 -1.1218
C -1.9441 2.6271 -0.9556
N -1.8484 1.3358 -0.5800
H -0.0396 -2.4044 2.5791
H 1.1530 -3.6338 1.0344
H 2.1638 -2.5594 -0.9305
H 2.0521 0.0751 -0.0338
H 1.4306 -0.3559 -1.6344
H 1.1915 2.4312 -0.9269
H -2.8738 3.1405 -1.0967
H -2.6041 0.6846 -0.4336
```

Löwdin population analysis, charges in e, atoms 1 to 2: 0.899 -0.529



Record 4
Formula: C2H6NP
Source: the OMol25 dataset
Level of theory: ωB97M-V with the def2-TZVPD basis set

HOMO: -7.45 eV
LUMO energy: 0.403 eV
Energy relative to the best compared isomer or geometry (same formula, charge and spin): 3.678 eV
Frontier orbital gap: 7.8561 eV

XYZ file:
```
10
C2H6NP ωB97M-V with the def2-TZVPD basis set
C -1.7345 0.0256 0.7892
C 0.6497 0.5347 1.2189
N -1.6817 -0.7254 -0.1643
P 1.3456 -0.4368 -0.0589
H -2.3251 0.4358 1.6257
H 0.8501 1.5701 1.4844
H 0.7254 0.0486 2.1554
H -2.4437 -1.3942 -0.6184
H 1.5546 0.6332 -0.9865
H 0.4065 -1.0030 -0.8321
```

Löwdin population analysis, charges in e, atoms 1 to 2: -0.089 -0.429



Record 5
Formula: C5H39N2O14
Source: the OMol25 dataset
Level of theory: ωB97M-V with the def2-TZVPD basis set

HOMO: -6.44 eV
LUMO energy: 2.282 eV
Charge: -1
Energy relative to the best compared isomer or geometry (same formula, charge and spin): 3.732 eV
Frontier orbital gap: 8.7250 eV

XYZ file:
```
60
C5H39N2O14 ωB97M-V with the def2-TZVPD basis set
N -0.3869 -3.2109 -2.9641
C -1.4314 -2.4296 -2.2785
C -0.9812 -1.4242 -1.1974
N -0.1939 -2.0338 -0.0876
C -1.0784 -2.7827 0.7897
C 0.3851 -0.8501 0.5911
C 1.4100 -1.4052 1.6518
O 0.8843 -1.2183 2.9957
H 0.4505 -2.7010 -3.1637
H -0.1540 -4.1054 -2.5584
H -2.1412 -3.1241 -1.8118
H -1.6039 -1.7916 -3.1865
H -1.6983 -0.6244 -0.8948
H -0.2321 -0.8069 -1.6822
H -0.4268 -2.9709 1.6582
H -1.3339 -3.7103 0.2527
H -1.9582 -2.2898 1.2109
H 0.8286 -0.3203 -0.2327
H -0.1897 -0.0395 1.1379
H 2.2502 -0.7100 1.7558
H 1.9570 -2.3582 1.6552
H 2.6877 0.4109 -3.8520
H 1.1490 0.7106 -3.3455
O 1.9737 0.2409 -3.2329
H 3.1132 -2.9426 -2.3712
H 2.6799 -1.6351 -3.1068
O 2.9382 -2.5527 -3.2414
H -1.2259 -1.5215 3.3132
H -2.2205 -0.4539 3.5654
O -1.8935 -1.2746 3.9677
H 0.5214 -0.3786 3.2909
H -1.8463 2.0293 2.9428
O -1.5311 2.8611 3.3137
H 2.1174 2.0003 0.2544
H 1.2230 1.8441 1.5406
O 1.8854 1.3966 0.9944
H 2.4531 -2.2187 -0.4164
H 3.8454 -1.4932 -0.7286
O 3.3867 -2.3381 -0.6090
H -3.9331 1.7929 1.9802
H -2.7172 1.8637 0.7991
O -3.2718 1.3043 1.4814
H -4.7095 -1.1827 0.0418
H -4.2312 0.2167 0.4990
O -5.0117 -0.2841 0.1845
H -1.0652 3.3086 2.5725
H -0.3211 4.7432 1.2286
O -0.1908 3.7868 1.2100
H 3.2694 0.2250 -0.0254
H 3.1086 0.8389 -1.3515
O 3.7768 0.3337 -0.8462
H -0.9149 2.4532 -2.8826
H -0.8986 2.5364 -1.2526
O -0.3592 2.5864 -2.1138
H 1.2869 3.2895 -1.3970
H 1.0020 3.7986 0.1612
O 1.6454 3.5015 -0.5300
H -2.7183 3.1175 -0.4201
H -1.0250 3.3677 0.4502
O -1.9309 2.6409 -0.1345
```

Löwdin population analysis, charges in e, atoms 1 to 2: -0.007 -0.251



Record 6
Formula: C3H14O3S
Source: the OMol25 dataset
Level of theory: ωB97M-V with the def2-TZVPD basis set

Spin multiplicity: 2
HOMO (alpha / beta): -14.18 / -14.18 eV
LUMO energy (alpha / beta): -3.341 / -8.495 eV
Charge: +1
Energy relative to the best compared isomer or geometry (same formula, charge and spin): 0.928 eV
Frontier orbital gap (alpha / beta): 10.8408 / 5.6865 eV

XYZ file:
```
21
C3H14O3S ωB97M-V with the def2-TZVPD basis set
C 0.2201 -2.6677 0.3590
C 0.4545 -1.5788 1.4259
S 1.2857 -0.2152 0.6841
C 0.0224 0.4029 -0.3679
H 0.3034 -2.2609 -0.6534
H 1.0152 -3.3979 0.3838
H -0.7988 -2.9801 0.4718
H -0.5417 -1.2741 1.7548
H 1.0407 -1.9838 2.2267
H 0.1704 0.4992 -1.4235
H -0.1318 1.4555 -0.0692
H -0.9040 -0.1322 -0.2703
H 1.5921 0.4899 -4.9246
H 1.3169 -0.9654 -4.5637
O 1.9982 -0.3840 -4.9146
H 0.5135 1.9874 2.8579
H 0.8545 3.4568 2.6174
O 0.6745 2.8175 3.3185
H -2.4880 2.3787 0.8972
H -3.7636 2.0826 0.1882
O -2.8342 2.2699 0.0018
```

Löwdin population analysis, charges in e, atoms 1 to 2: -0.095 -0.463